No. 1
77
Properties=species:S:1:pos:R:3:lowdin_charge:R:1 method="wB97M-V/def2-TZVPD" e_lumo_ev=3.54 fmax_ha_per_bohr=0.0113 orbital_gap_ev=5.4 total_charge=-2 homo_energy_ha=-0.070
Rb -1.7938 0.0410 -1.1706 0.888
Cl -5.4022 6.9928 1.2321 0.575
C -4.5987 5.4482 1.0567 -0.700
C -4.0410 4.8363 2.1874 -0.134
C -3.4042 3.6363 2.0725 -0.018
C -3.2505 2.9399 0.8141 -0.409
O -2.6041 1.8671 0.7529 -0.182
C -3.8815 3.5926 -0.3158 -0.135
C -3.9419 3.0030 -1.6272 -0.251
O -3.5499 1.8978 -1.9634 -0.131
C -4.5228 4.8354 -0.1617 -0.096
H -4.1177 5.3243 3.1518 0.094
H -2.9619 3.1574 2.9383 0.106
H -4.4418 3.6499 -2.3845 0.117
H -4.9681 5.3046 -1.0322 0.102
Br -3.7165 -4.8366 -3.2728 0.700
C -3.7612 -4.4690 -1.4098 -0.621
C -4.4346 -5.3558 -0.5785 -0.210
C -4.5086 -5.1496 0.7756 -0.658
Br -5.4444 -6.4037 1.8594 0.680
C -3.9079 -4.0077 1.3599 -0.206
C -3.9687 -3.6825 2.7344 -0.056
C -3.3899 -2.5264 3.1829 -0.063
C -2.7413 -1.6963 2.2511 -0.157
N -2.6502 -1.9885 0.9763 0.090
C -3.2145 -3.1129 0.5094 -0.148
C -3.0827 -3.3188 -0.9480 -0.479
O -2.4436 -2.4978 -1.6342 -0.217
H -4.9070 -6.2213 -1.0245 0.083
H -4.4861 -4.3510 3.4089 0.063
H -3.4299 -2.2359 4.2246 0.094
H -2.2851 -0.7603 2.5610 0.080
C 4.0645 0.1144 4.9704 -0.116
C 3.5373 1.3028 4.4858 -0.101
C 2.5739 1.2840 3.4901 -0.121
C 2.1177 0.0783 2.9561 -0.375
C 2.6521 -1.1051 3.4523 -0.105
C 3.6182 -1.0878 4.4473 -0.104
As 0.6433 0.1687 1.6457 1.357
C 1.0586 -1.4224 0.6018 -0.407
C 1.4463 -1.3691 -0.7346 -0.118
C 1.5479 -2.5388 -1.4808 -0.066
C 1.2658 -3.7665 -0.9044 -0.082
C 0.8529 -3.8243 0.4168 -0.085
C 0.7320 -2.6599 1.1552 -0.151
C 1.4097 1.5785 0.5478 -0.424
C 2.7302 1.5508 0.0961 -0.121
C 3.2241 2.5896 -0.6682 -0.096
C 2.4131 3.6771 -0.9738 -0.113
C 1.1139 3.7238 -0.5066 -0.075
C 0.6069 2.6725 0.2510 -0.114
H 4.8216 0.1255 5.7453 0.091
H 3.8821 2.2524 4.8777 0.096
H 2.1816 2.2203 3.1084 0.101
H 2.3319 -2.0565 3.0415 0.081
H 4.0298 -2.0223 4.8108 0.095
H 1.6273 -0.4204 -1.2268 0.090
H 1.8295 -2.4699 -2.5245 0.110
H 1.3307 -4.6718 -1.4949 0.102
H 0.5826 -4.7746 0.8616 0.102
H 0.3309 -2.7127 2.1626 0.096
H 3.3592 0.6998 0.3333 0.110
H 4.2302 2.5439 -1.0649 0.104
H 2.7965 4.4608 -1.6129 0.097
H 0.4744 4.5629 -0.7515 0.104
H -0.4201 2.6915 0.6058 0.074
Se 2.1744 2.0653 -4.3703 0.399
C 3.5687 1.0482 -5.0830 -0.809
C 4.2389 0.0647 -4.3389 -0.161
C 5.2767 -0.6505 -4.9021 -0.208
N 5.7253 -0.4870 -6.1483 0.000
C 5.0873 0.4451 -6.8609 -0.212
C 4.0400 1.2125 -6.3947 -0.165
H 3.9443 -0.1361 -3.3160 0.075
H 5.7804 -1.4078 -4.3038 0.086
H 5.4373 0.5914 -7.8816 0.083
H 3.5824 1.9462 -7.0462 0.075

No. 2
78
Properties=species:S:1:pos:R:3:lowdin_charge:R:1 method="wB97M-V/def2-TZVPD" spin_multiplicity=3 e_lumo_ev="2.23 / 2.45" fmax_ha_per_bohr=0.0286 orbital_gap_ev="6.7 / 7.2" total_charge=-1 e_above_lowest_kcal_mol=8.26 homo_energy_ha="-0.163 / -0.176"
Mo -0.3354 -0.3016 -0.3506 1.087
S -0.8672 2.0989 0.1508 0.307
P 1.0729 2.1963 -0.4882 0.487
C 1.5069 0.5244 -0.6060 -0.716
P 2.9681 -0.1387 0.1077 0.366
S 3.0949 -0.5601 2.0146 0.241
C 3.3736 -1.5732 -0.9577 -0.373
C 2.8203 -1.7220 -2.2264 -0.125
C 3.1593 -2.8156 -3.0087 -0.081
C 4.0550 -3.7646 -2.5322 -0.097
C 4.6095 -3.6186 -1.2681 -0.090
C 4.2656 -2.5264 -0.4840 -0.106
C 4.3316 1.0244 -0.3449 -0.329
C 5.2535 1.4885 0.5825 -0.108
C 6.2609 2.3606 0.1912 -0.096
C 6.3548 2.7749 -1.1295 -0.102
C 5.4344 2.3160 -2.0646 -0.088
C 4.4297 1.4452 -1.6714 -0.091
C 1.0070 2.9820 -2.1258 -0.341
C 0.9900 2.1641 -3.2498 -0.081
C 0.7871 2.7157 -4.5090 -0.064
C 0.6194 4.0850 -4.6471 -0.088
C 0.6361 4.9063 -3.5252 -0.088
C 0.8176 4.3561 -2.2673 -0.101
C 2.0939 3.2571 0.5586 -0.333
C 1.9460 3.1375 1.9384 -0.094
C 2.7674 3.8644 2.7857 -0.074
C 3.7302 4.7135 2.2577 -0.087
C 3.8834 4.8293 0.8834 -0.087
C 3.0728 4.0958 0.0307 -0.097
H 2.0849 -1.0100 -2.5816 0.081
H 2.7040 -2.9340 -3.9839 0.104
H 4.3080 -4.6241 -3.1407 0.095
H 5.2985 -4.3644 -0.8917 0.096
H 4.6667 -2.4181 0.5163 0.076
H 5.1580 1.1556 1.6091 0.060
H 6.9731 2.7246 0.9221 0.099
H 7.1414 3.4545 -1.4351 0.095
H 5.5019 2.6372 -3.0968 0.101
H 3.7066 1.0930 -2.3995 0.099
H 1.0850 1.0906 -3.1429 0.079
H 0.7348 2.0590 -5.3673 0.107
H 0.4589 4.5159 -5.6277 0.097
H 0.4911 5.9742 -3.6302 0.098
H 0.8021 4.9878 -1.3867 0.107
H 1.1970 2.4641 2.3366 0.089
H 2.6593 3.7632 3.8579 0.103
H 4.3709 5.2821 2.9207 0.098
H 4.6477 5.4771 0.4734 0.103
H 3.2043 4.1688 -1.0402 0.102
O -1.1470 -0.2719 -4.4297 0.041
C -1.5341 -0.3198 -3.2731 -0.551
O -0.6585 -0.4942 -2.3103 -0.302
C -2.9962 -0.1592 -2.9632 -0.146
C -3.7945 0.1464 -4.0715 -0.039
C -5.1605 0.3008 -3.9698 -0.104
C -5.7657 0.1446 -2.7250 -0.105
C -4.9969 -0.1534 -1.6216 -0.148
C -3.6024 -0.3117 -1.7076 -0.592
S -2.8041 -0.7208 -0.1954 0.565
H -3.2919 0.2545 -5.0225 0.109
H -5.7461 0.5385 -4.8489 0.090
H -6.8382 0.2604 -2.6205 0.094
H -5.4506 -0.2719 -0.6459 0.084
S 0.3352 -2.7885 -0.2185 0.636
C -0.1979 -2.4103 1.3355 -1.152
N -0.5192 -1.1506 1.5799 -0.235
C -0.9692 -0.9373 2.8725 -0.313
C -1.3911 0.2706 3.4121 -0.018
C -1.8064 0.2952 4.7312 -0.088
C -1.8063 -0.8633 5.5112 -0.103
C -1.3917 -2.0722 4.9743 -0.098
C -0.9783 -2.0949 3.6513 -0.457
S -0.4252 -3.4580 2.7002 1.033
H -1.3933 1.1576 2.7920 0.065
H -2.1407 1.2294 5.1637 0.098
H -2.1355 -0.8212 6.5411 0.095
H -1.3915 -2.9774 5.5672 0.103

No. 3
92
Properties=species:S:1:pos:R:3:lowdin_charge:R:1 method="wB97M-V/def2-TZVPD" e_lumo_ev=3.54 fmax_ha_per_bohr=0.0320 orbital_gap_ev=5.0 total_charge=-2 e_above_lowest_kcal_mol=6.92 homo_energy_ha=-0.054
Cs 1.0426 0.4418 0.3228 1.212
C -0.1314 -0.5778 3.5040 -0.117
N 0.3570 0.7731 3.3289 -0.282
C -0.6660 1.7303 3.7119 -0.217
C -0.3845 3.1695 3.3122 -0.276
N -0.3929 3.2759 1.8685 0.035
C -0.0171 4.4173 1.3320 -0.245
C 0.2565 5.6948 1.9209 -0.140
F 0.1403 5.8808 3.2667 0.037
C 0.5774 6.8246 1.1936 -0.176
F 0.8016 7.9835 1.8499 0.076
C 0.6584 6.8134 -0.1845 -0.181
F 1.0006 7.9216 -0.8910 0.052
C 0.4167 5.5995 -0.8188 -0.179
F 0.4760 5.5419 -2.1676 0.076
C 0.1073 4.4785 -0.0999 -0.182
F -0.1380 3.3454 -0.7932 0.015
C 1.6379 0.9822 3.9954 -0.203
C 2.8041 0.0970 3.5241 -0.274
N 3.2094 0.4232 2.1771 -0.096
C 3.9616 -0.3978 1.4665 -0.297
C 4.1834 -0.1212 0.0673 -0.217
F 3.6832 1.0292 -0.4800 -0.068
C 4.9429 -0.8981 -0.7726 -0.174
F 5.0890 -0.5427 -2.0622 0.091
C 5.5559 -2.0551 -0.3194 -0.177
F 6.2447 -2.8646 -1.1599 0.062
C 5.3858 -2.3790 1.0119 -0.167
F 5.9731 -3.4951 1.4939 0.078
C 4.6423 -1.5887 1.8602 -0.137
F 4.6253 -1.9698 3.1704 0.042
H -0.2296 -0.8508 4.5738 0.091
H 0.5159 -1.3112 3.0254 0.061
H -1.1186 -0.6711 3.0489 0.051
H -0.8741 1.6602 4.7999 0.118
H -1.5869 1.4524 3.1888 0.096
H 0.5577 3.5093 3.7575 0.100
H -1.1662 3.7790 3.7925 0.077
H 1.5144 0.8101 5.0865 0.114
H 1.9407 2.0188 3.8520 0.105
H 2.5322 -0.9581 3.6627 0.099
H 3.6164 0.2677 4.2509 0.106
C -2.4919 -7.7112 0.1644 -0.068
C -1.5872 -6.5257 -0.0389 -0.289
C -0.4358 -6.6218 -0.8076 -0.052
C 0.4063 -5.5271 -0.9787 -0.063
C 0.1030 -4.3199 -0.3787 -0.245
C -1.0422 -4.2111 0.4036 -0.058
C -1.8769 -5.3013 0.5666 -0.042
S 1.1369 -2.8657 -0.6169 0.505
O 2.3607 -3.3721 -1.1991 -0.304
O 1.1975 -2.2802 0.7099 -0.501
N 0.3341 -1.8559 -1.4980 -0.215
C 0.2562 -1.9060 -2.8599 -0.268
C 0.5010 -3.0145 -3.6571 -0.029
C 0.3364 -2.9791 -5.0522 -0.099
C -0.0691 -1.8455 -5.6967 -0.084
C -0.3096 -0.6766 -4.9348 -0.172
C -0.6903 0.5409 -5.5447 -0.039
C -0.8668 1.6541 -4.7783 -0.068
C -0.6726 1.5438 -3.3841 -0.150
N -0.3469 0.4335 -2.7784 0.108
C -0.1517 -0.6864 -3.5272 -0.151
H -2.3194 -8.4765 -0.5936 0.067
H -3.5425 -7.4191 0.1143 0.072
H -2.3291 -8.1711 1.1425 0.075
H -0.1867 -7.5646 -1.2838 0.103
H 1.3119 -5.6149 -1.5659 0.106
H -1.2734 -3.2686 0.8826 0.070
H -2.7706 -5.1986 1.1734 0.107
H 0.8425 -3.9320 -3.2014 0.083
H 0.5433 -3.8841 -5.6130 0.095
H -0.1933 -1.8098 -6.7730 0.093
H -0.8169 0.5651 -6.6220 0.105
H -1.1354 2.6096 -5.2114 0.095
H -0.7815 2.4223 -2.7585 0.083
Cl -2.3474 -0.8168 -0.0141 0.580
C -3.4851 -0.3883 1.2562 -1.005
Cl -3.8576 -1.7810 2.3157 0.494
H -4.4266 -0.0731 0.8234 0.007
H -3.0665 0.4020 1.8683 0.005
Br -3.8113 4.6231 2.4011 0.736
C -3.6236 3.9728 0.6221 -0.740
C -3.0626 4.8224 -0.3243 -0.115
C -2.9880 4.3517 -1.6210 -0.063
C -3.4738 3.0818 -1.9129 -0.066
C -3.9910 2.3288 -0.8781 -0.146
N -4.0706 2.7648 0.3830 0.050
H -2.6834 5.7914 -0.0354 0.103
H -2.5339 4.9629 -2.3913 0.114
H -3.4208 2.6692 -2.9103 0.098
H -4.3432 1.3190 -1.0541 0.091

| no. | calculated total energy (eV) |
| --- | --- |
| 1 | -329455.4320 |
| 2 | -121099.5649 |
| 3 | -187611.1658 |